Molecular formula: C4H7N2S2
Method: DFT, ωB97M-V/def2-TZVPD

```
15
Properties=species:S:1:pos:R:3
C -0.97798 1.63232 -0.31454
C 0.89709 0.25806 -0.08515
C -2.03635 0.73253 0.33851
C 1.80087 -2.04171 -1.29998
N 0.17134 1.07028 -0.60595
N -0.22118 0.45319 2.19554
S -1.21424 1.53074 1.74595
S 2.02100 -0.83782 0.09702
H -1.25179 2.53963 -0.83413
H -3.07685 0.74065 0.21980
H -1.76573 -0.28619 0.52508
H 2.72195 -2.60102 -1.48617
H 1.65926 -1.38097 -2.18830
H 0.89738 -2.64219 -1.21281
H 0.37524 0.83250 2.90512
```

Calculated values
Energy above the lowest of the compared OMol25 structures with the same formula, charge and spin (kcal/mol): 96.0
Lowest unoccupied orbital energy (alpha / beta) (hartree): -0.1744 / -0.1744
Charge: +1
Highest occupied orbital energy (alpha / beta) (eV): -13.331 / -13.332

natural (NBO) atomic charge list, values in e, 2 entries: number 1, C, carries -0.15; number 2, C, carries 0.20

=====

Molecular formula: C70H151N13O16S2Sn
Method: DFT, ωB97M-V/def2-TZVPD

```
253
Properties=species:S:1:pos:R:3
C -10.71144 -8.91670 -13.58817
O -9.44689 -8.29966 -13.48806
C -9.12151 -7.96695 -12.16491
C -7.85589 -7.16159 -12.15521
N -8.09780 -5.95021 -13.10613
H -8.46813 -6.30322 -13.97696
H -8.83389 -5.40379 -12.68225
C -6.89312 -5.08925 -13.34263
C -5.77810 -5.69353 -14.26234
O -6.47257 -6.39108 -15.35007
C -5.70539 -7.45509 -15.94216
H -11.50135 -8.28750 -13.17800
H -10.64322 -9.85765 -13.04220
H -10.91913 -9.12444 -14.63783
H -9.10233 -8.85780 -11.53712
H -9.94369 -7.38065 -11.75457
H -6.99001 -7.67198 -12.57694
H -7.61786 -6.87731 -11.13021
H -6.47107 -4.78184 -12.38583
H -7.33134 -4.19775 -13.79128
H -5.09428 -6.37105 -13.75101
H -5.12493 -4.88124 -14.58117
H -5.59366 -8.24490 -15.19930
H -4.72878 -7.06580 -16.22988
H -6.09147 -7.79828 -16.90199
C -8.24921 -7.11057 1.46823
O -8.52897 -7.51807 0.17404
C -9.05234 -6.44893 -0.57091
C -9.60957 -7.05471 -1.86662
N -8.50221 -7.29562 -2.90169
H -8.96271 -7.67331 -3.71740
H -8.19923 -6.35518 -3.11112
C -7.28115 -8.15674 -2.47722
C -7.61547 -9.58197 -2.00632
O -8.50047 -10.22566 -2.90075
C -8.46512 -11.60297 -2.67114
H -8.02450 -8.02393 2.01903
H -9.05035 -6.56529 1.96716
H -7.35592 -6.48691 1.50277
H -8.26927 -5.73873 -0.83648
H -9.93483 -5.96016 -0.15811
H -10.34539 -6.45176 -2.39870
H -10.02647 -8.04276 -1.67154
H -6.89683 -7.65981 -1.58646
H -6.49892 -8.18224 -3.23587
H -8.17027 -9.50475 -1.07126
H -6.68488 -10.12045 -1.82709
H -8.60720 -11.85900 -1.62122
H -7.45133 -11.89303 -2.94716
H -9.06472 -12.19717 -3.36072
C -6.04648 -4.50165 -9.57461
O -5.62313 -4.06763 -8.29510
C -4.58043 -4.90007 -7.80763
C -3.58975 -4.08387 -6.99213
N -2.72538 -3.17081 -7.88590
H -2.16029 -3.88759 -8.31832
H -3.26177 -2.79984 -8.65711
C -1.74772 -2.17331 -7.17905
C -2.47100 -1.19999 -6.29267
O -3.55094 -0.47928 -6.97578
C -4.42099 0.13510 -6.02943
H -6.16825 -5.58478 -9.58521
H -5.23079 -4.19990 -10.23166
H -6.95192 -4.01089 -9.93160
H -4.15476 -5.54078 -8.57991
H -5.06638 -5.62146 -7.15071
H -3.00084 -4.64141 -6.26382
H -4.19011 -3.31923 -6.49920
H -1.26856 -1.61757 -7.98506
H -0.97186 -2.75107 -6.67671
H -1.71128 -0.49960 -5.94572
H -2.78203 -1.69841 -5.37455
H -4.85314 -0.60911 -5.36049
H -5.29012 0.64838 -6.44085
H -3.99750 0.72900 -5.21945
Sn -8.61447 -4.74915 -7.05771
S -9.79939 -4.36658 -10.35763
O -9.36678 -3.21572 -9.55015
O -9.41956 -4.08968 -11.75381
O -9.00683 -5.48421 -9.81148
O -11.27073 -4.57630 -10.26333
S -6.88949 -4.51453 -3.80410
O -6.21173 -5.39009 -2.85395
O -6.98172 -3.19506 -3.23920
O -6.18639 -4.52204 -5.08275
O -8.25990 -4.98052 -3.96215
C -8.94001 -9.85704 -6.44601
C -8.74619 -8.33720 -6.30798
O -9.60967 -7.63869 -5.81478
O -7.77322 -7.77462 -6.82904
H -9.02554 -10.24242 -7.46201
H -9.79616 -10.19392 -5.86153
H -8.06507 -10.28114 -5.95334
C -16.81943 -9.82153 -9.13738
C -15.60457 -9.51806 -8.27423
N -15.98310 -9.33995 -6.84194
C -15.05656 -8.43617 -6.11389
C -15.15763 -6.99979 -6.64137
C -16.12686 -10.69129 -6.25120
C -16.66430 -10.72239 -4.81503
H -16.49143 -10.31617 -10.05161
H -17.24654 -8.84445 -9.36319
H -17.52518 -10.46867 -8.61658
H -14.82827 -10.28188 -8.22892
H -15.06219 -8.68915 -8.72901
H -15.30205 -8.44004 -5.05190
H -14.07211 -8.83783 -6.35397
H -15.30833 -6.94248 -7.71938
H -16.04081 -6.57998 -6.15985
H -14.33064 -6.36895 -6.31545
H -15.19873 -11.25661 -6.33539
H -16.89414 -11.26966 -6.76587
H -17.07548 -11.70627 -4.58923
H -17.42587 -9.95350 -4.68490
H -15.95403 -10.43546 -4.03961
C -11.59399 -12.44910 -13.98690
C -12.20684 -12.48591 -12.55150
N -11.83475 -13.69067 -11.82536
C -12.49229 -14.90706 -12.34089
C -12.31955 -16.12107 -11.35967
C -10.36722 -13.79549 -11.74514
C -9.63446 -12.60337 -11.05956
H -12.03348 -11.65048 -14.58452
H -11.71017 -13.40158 -14.50399
H -10.53657 -12.18541 -14.00818
H -11.88885 -11.58849 -12.02082
H -13.28850 -12.53067 -12.67842
H -13.56307 -14.78198 -12.50179
H -12.06929 -15.19145 -13.30437
H -12.79442 -15.79470 -10.43443
H -12.82959 -17.01027 -11.73019
H -11.31437 -16.53967 -11.30976
H -9.97958 -14.02643 -12.73737
H -10.11689 -14.64102 -11.10442
H -8.56781 -12.72699 -10.87227
H -10.07505 -12.44770 -10.07481
H -9.63366 -11.66349 -11.61159
C -8.40256 -14.70025 -4.74898
C -8.93908 -13.71754 -5.77333
N -9.69463 -14.43503 -6.85980
C -8.80383 -15.00520 -7.95469
C -9.59987 -16.15742 -8.55147
C -10.70778 -13.52467 -7.46455
C -11.91694 -13.21220 -6.53134
H -7.74507 -15.37906 -5.29214
H -9.15292 -15.35045 -4.29921
H -7.86130 -14.15019 -3.97919
H -9.65386 -13.03695 -5.31073
H -8.08460 -13.19083 -6.19825
H -8.38319 -14.30684 -8.67819
H -7.95107 -15.52584 -7.51901
H -8.97652 -16.78353 -9.18983
H -10.05302 -16.76665 -7.76942
H -10.27710 -15.78673 -9.32091
H -11.08115 -13.99712 -8.37311
H -10.23468 -12.64556 -7.90211
H -11.66416 -12.95881 -5.50179
H -12.68707 -13.98284 -6.49798
H -12.42213 -12.34790 -6.96246
C -14.83529 -10.69874 0.15261
C -14.55332 -10.80167 -1.36809
N -13.21390 -10.40493 -1.83583
C -13.26633 -10.28480 -3.30391
C -11.92482 -9.77692 -3.91553
C -12.15727 -11.35214 -1.30203
C -12.21102 -12.72470 -2.02407
H -14.35937 -11.51336 0.69851
H -15.90812 -10.85850 0.26039
H -14.61228 -9.75369 0.64782
H -14.90154 -11.74436 -1.79020
H -15.21887 -10.01932 -1.73290
H -13.57970 -11.18760 -3.82818
H -14.01962 -9.53771 -3.55392
H -11.59459 -8.89782 -3.36216
H -11.13226 -10.49761 -3.71413
H -12.01520 -9.63978 -4.99308
H -12.25186 -11.44275 -0.21994
H -11.20261 -10.83815 -1.41411
H -11.34612 -13.35870 -1.82892
H -12.37094 -12.62793 -3.09792
H -13.11561 -13.23970 -1.70065
C -5.32996 -12.72012 -8.10427
C -4.96929 -13.13667 -9.49445
N -4.33384 -14.51664 -9.43350
C -3.13527 -14.52276 -8.61152
C -2.44968 -15.85014 -8.52580
C -4.24229 -15.07954 -10.81844
C -5.59338 -15.29937 -11.52115
H -5.71436 -13.42329 -7.36542
H -6.13575 -12.01421 -8.30551
H -4.54675 -12.11476 -7.64796
H -5.87000 -13.18385 -10.10649
H -4.18958 -12.48320 -9.88577
H -2.50564 -13.65713 -8.81727
H -3.40214 -14.36735 -7.56617
H -1.67896 -15.84118 -7.75508
H -3.13126 -16.61847 -8.16084
H -1.96838 -16.21829 -9.43184
H -3.83159 -16.07875 -10.67350
H -3.59758 -14.53772 -11.51045
H -5.48947 -15.95201 -12.38796
H -6.02499 -14.32862 -11.76500
H -6.31995 -15.83185 -10.90742
N -5.28645 -9.09966 -5.69715
C -4.01558 -8.75523 -6.07453
C -3.14130 -9.40739 -5.25366
C -3.85380 -10.31119 -4.52537
C -5.18624 -10.16322 -4.83422
H -6.15242 -8.70592 -6.03651
H -3.91664 -7.90372 -6.73145
H -2.07197 -9.27299 -5.32349
H -3.47223 -11.08220 -3.87242
H -6.06698 -10.59815 -4.38529
N -13.12122 -7.56960 -0.98401
C -13.38182 -6.68608 -2.02915
C -13.25219 -5.37638 -1.53558
C -12.91731 -5.46986 -0.20763
C -12.88112 -6.81287 0.12573
H -13.28879 -8.56463 -1.02794
H -13.55448 -7.05613 -3.02898
H -13.19621 -4.51506 -2.18473
H -12.48986 -4.67975 0.39189
H -12.66679 -7.24849 1.09045
N -4.81173 -8.65515 -11.79093
C -4.68339 -7.82350 -10.67922
C -5.48398 -8.32820 -9.73559
C -6.09189 -9.52005 -10.22841
C -5.62291 -9.73821 -11.52670
H -4.23635 -8.55138 -12.61451
H -4.01246 -6.98577 -10.79948
H -5.58698 -7.97321 -8.72081
H -6.80190 -10.14374 -9.70563
H -5.81928 -10.49639 -12.27034
N -12.23002 -4.54634 -7.77581
C -11.99586 -3.37243 -7.07640
C -11.76084 -3.68848 -5.76431
C -11.74298 -5.08947 -5.65223
C -11.95115 -5.58961 -7.00026
H -12.22937 -4.55369 -8.78579
H -12.16967 -2.48861 -7.67227
H -11.63775 -3.06576 -4.89054
H -11.52839 -5.57416 -4.71127
H -12.06738 -6.57982 -7.41544
N -12.01136 -7.25176 -10.11325
C -13.08174 -7.92898 -10.69853
C -12.98713 -9.32945 -10.41668
C -11.87980 -9.46127 -9.57417
C -11.26156 -8.20830 -9.39978
H -11.74242 -6.27939 -10.16083
H -13.92375 -7.40000 -11.11997
H -13.60740 -10.14814 -10.75045
H -11.53276 -10.43402 -9.25838
H -10.36649 -7.79499 -8.95883
```

Calculated values
Lowest unoccupied orbital energy (hartree): -0.0381
Highest occupied orbital energy (eV): -6.873

Löwdin atomic charge list, values in e, 2 entries: number 1, C, carries -0.07; number 2, O, carries -0.18

=====

no.,DFT total energy (eV)
1,-28901.6345
2,-154662.7352